{
  "formula": "C3H9N",
  "method": "the ωB97M-V functional and the def2-TZVPD basis",
  "species": ["C", "C", "N", "C", "H", "H", "H", "H", "H", "H", "H", "H", "H"],
  "positions_angstrom": [[-0.45573, -0.05904, -0.50431], [-0.29939, -0.78285, 0.74242], [3.41713, -0.52948, 0.66295], [2.43508, -1.03489, 1.26317], [-0.41809, -1.80287, 0.75702], [-0.70059, -0.56698, -1.55189], [-0.51313, 1.06096, -0.63724], [-0.58733, -0.47834, 1.73781], [-3.89664, 3.71372, -2.12542], [0.72534, -0.34229, 0.00923], [1.87399, -1.84156, 0.48597], [2.52884, -0.95002, 2.31908], [-4.10947, 3.61364, -3.15880]],
  "atomic_forces_ev_per_a": [[-0.1, 0.2, -1.6], [-1.3, 1.3, -1.2], [-2.0, -0.2, -0.2], [3.4, 0.0, -3.2], [0.0, -2.3, -0.8], [0.9, 0.6, 2.7], [0.1, -1.4, 0.9], [0.8, 1.2, 0.1], [-1.0, -0.5, -4.7], [-0.1, 0.3, -0.5], [-0.2, 1.2, 2.4], [-1.5, -0.9, 1.5], [1.0, 0.5, 4.7]],
  "spin_multiplicity": 1,
  "fmax_ev_per_a": 4.82,
  "e_above_lowest_kj_mol": 1015.34,
  "lumo_ev": -1.23,
  "total_energy_ev": -4736.586,
  "homo_lumo_gap_ev": 4.9,
  "e_homo_ev": -6.115
}